Below is C3H5O3 as an isolated structure, with properties calculated with ωB97M-V with the def2-TZVPD basis set.

```
11
Properties=species:S:1:pos:R:3
O -0.22 0.40 -1.62
H -1.84 1.72 1.72
C 1.86 -1.56 -0.72
O -0.50 0.27 1.11
H 2.37 -2.34 -0.26
C 0.23 -0.10 0.16
O 1.14 -1.00 0.14
H 1.89 -1.16 -1.84
H -1.04 1.67 -0.08
H -2.42 0.84 0.61
C -1.47 1.27 0.80
```

Results
Charge: +1
HOMO-LUMO gap (spin up / spin down): 0.404 / 0.246 Eh
Highest occupied orbital energy (spin up / spin down): -17.38 / -14.11 eV
Molecular weight: 89.07 g/mol

---

Below is C3H5O3P as an isolated structure, with properties calculated with ωB97M-V with the def2-TZVPD basis set.

```
12
Properties=species:S:1:pos:R:3
H -0.28 -2.50 -1.54
O -1.99 -0.11 0.48
O -0.10 -0.30 -1.43
H 0.75 -2.65 0.97
O 0.51 -0.50 0.89
C 0.27 2.01 0.29
H 0.67 2.73 -0.60
H -0.65 2.62 0.63
H 1.07 1.79 1.01
P -0.58 0.34 0.02
C 0.42 -1.83 0.25
C -0.10 -1.61 -0.96
```

Results
HOMO-LUMO gap: 0.376 Eh
Highest occupied orbital energy: -9.57 eV
Molecular weight: 120.04 g/mol

---

Below is one molecule with the formula C3H5O3P, with properties calculated with ωB97M-V with the def2-TZVPD basis set.

```
12
Properties=species:S:1:pos:R:3
C -0.08 1.14 0.57
H -0.03 -1.59 -1.45
O -1.41 1.23 0.03
H 1.64 -0.07 0.42
O -1.19 -1.13 0.39
H 0.39 2.04 0.55
C 0.04 -1.23 -0.35
H 0.03 0.74 1.64
P -2.29 -0.05 -0.10
O 1.34 0.72 -1.44
C 0.89 0.12 -0.37
H 0.66 -1.93 0.10
```

Results
HOMO-LUMO gap (spin up / spin down): 0.357 / 0.187 Eh
Highest occupied orbital energy (spin up / spin down): -10.02 / -7.21 eV
Molecular weight: 120.04 g/mol

---

Below is a 2-piece molecular cluster, C3H5O3PS overall, with properties calculated with ωB97M-V with the def2-TZVPD basis set.

```
13
Properties=species:S:1:pos:R:3
C 2.10 0.79 -0.59
H 2.67 0.84 -1.47
H 1.41 -0.94 0.08
H 2.31 -0.07 1.35
O -3.12 1.82 -0.04
P -3.06 0.35 0.13
S -0.81 -1.71 0.20
H 3.30 -0.87 0.06
O -3.49 -0.24 1.51
H 1.04 1.14 -0.70
C -1.31 -0.28 0.29
C 2.31 -0.34 0.30
O -3.35 -0.48 -1.12
```

Results
Charge: -2
HOMO-LUMO gap (spin up / spin down): 0.159 / 0.202 Eh
Highest occupied orbital energy (spin up / spin down): 1.38 / 0.17 eV
Molecular weight: 152.11 g/mol

---

Below is C3H5O3Pt as an isolated structure, with properties calculated with ωB97M-V with the def2-TZVPD basis set.

```
12
Properties=species:S:1:pos:R:3
H 1.11 -1.73 -1.34
C 0.39 -1.00 -0.97
O -0.74 -0.04 0.98
H -0.50 -1.04 -1.61
C -0.06 -1.32 0.42
H 0.78 -1.50 1.10
Pt 2.56 0.81 -0.50
H 0.44 0.91 -1.57
O 0.97 0.31 -1.02
H -0.86 -2.07 0.49
C -1.64 0.60 0.53
O -2.54 1.21 0.19
```

Results
⟨S²⟩: 2.00
Charge: +3
HOMO-LUMO gap (spin up / spin down): 0.394 / 0.296 Eh
Highest occupied orbital energy (spin up / spin down): -27.37 / -27.42 eV
Molecular weight: 284.15 g/mol
Multiplicity: 3

---

Below is an isolated ion of composition C3H5O3S and charge -1, with properties calculated with ωB97M-V with the def2-TZVPD basis set.

```
12
Properties=species:S:1:pos:R:3
O -1.15 -1.24 1.05
H -3.02 0.10 -0.49
H 0.55 -0.20 -1.85
H -0.21 1.52 -0.01
C 1.46 0.82 1.18
O -2.35 -0.34 -1.16
H 1.61 1.70 1.80
O 0.85 -1.60 -0.56
H 2.31 0.17 1.14
C 0.61 0.79 0.12
S -1.01 -1.37 -0.41
C 0.35 -0.35 -0.80
```

Results
Charge: -1
HOMO-LUMO gap: 0.298 Eh
Highest occupied orbital energy: -4.01 eV
Molecular weight: 121.14 g/mol

---

Below is C3H5O3V as an isolated structure, with properties calculated with ωB97M-V with the def2-TZVPD basis set.

```
12
Properties=species:S:1:pos:R:3
H 1.86 -2.40 -0.10
C -1.73 0.28 -0.68
O 0.04 0.98 0.64
H -1.52 0.16 -1.75
C 0.03 -0.40 0.64
V 2.07 0.12 -0.14
H -1.75 2.00 0.69
C -1.11 1.52 -0.06
O -1.08 -0.79 0.04
H -2.81 0.19 -0.50
O 1.49 -1.57 -0.41
H -0.76 2.25 -0.79
```

Results
⟨S²⟩: 3.77
Charge: +1
HOMO-LUMO gap (spin up / spin down): 0.301 / 0.303 Eh
Highest occupied orbital energy (spin up / spin down): -13.31 / -13.55 eV
Molecular weight: 140.01 g/mol
Multiplicity: 4

---

Below is C3H5O3V as an isolated structure, with properties calculated with ωB97M-V with the def2-TZVPD basis set.

```
12
Properties=species:S:1:pos:R:3
O 0.31 1.79 -1.26
C -0.65 -0.69 0.74
H -1.05 -0.45 1.73
O 1.08 -0.35 -0.73
O -1.03 0.33 -0.19
H 1.35 -1.59 0.89
V -0.96 2.27 0.01
C 0.86 -0.64 0.65
H -1.05 -1.66 0.39
H -0.19 0.34 -2.31
C 0.06 0.47 -1.20
H 1.28 0.16 1.29
```

Results
⟨S²⟩: 3.76
Charge: +1
HOMO-LUMO gap (spin up / spin down): 0.324 / 0.337 Eh
Highest occupied orbital energy (spin up / spin down): -14.38 / -14.94 eV
Molecular weight: 140.01 g/mol
Multiplicity: 4

---

Below is an isolated ion of composition C3H5O4S and charge -1, with properties calculated with ωB97M-V with the def2-TZVPD basis set.

```
13
Properties=species:S:1:pos:R:3
H -0.16 1.84 0.15
S 1.62 0.13 0.13
C -0.92 1.10 0.46
H 0.01 -1.88 -1.16
H -1.59 -1.25 -1.39
C -0.22 -0.11 0.01
O -0.87 -1.62 0.66
H -1.02 1.12 1.49
O 2.30 -1.05 -0.28
C -0.74 -1.28 -0.68
O 1.81 0.54 1.49
H -1.88 1.25 0.00
O 1.66 1.21 -0.87
```

Results
Charge: -1
HOMO-LUMO gap: 0.344 Eh
Highest occupied orbital energy: -5.38 eV
Molecular weight: 137.14 g/mol
SMILES string: C[C@]1(S(=O)(=O)[O-])CO1

---

Below is a 2-piece molecular cluster, C3H5O4S overall, with properties calculated with ωB97M-V with the def2-TZVPD basis set.

```
13
Properties=species:S:1:pos:R:3
H 0.69 -0.95 -0.17
S 4.05 0.68 0.67
H -2.25 -1.80 0.27
C -1.00 1.05 -0.38
O 2.00 -0.37 -0.84
O -1.96 2.03 -0.29
O -2.42 -0.81 0.09
H -0.08 1.45 -0.47
C 2.77 -0.32 0.16
H -2.77 1.48 0.05
O -0.28 -1.26 -0.14
C -1.20 -0.22 -0.04
H 2.46 -0.94 1.09
```

Results
Charge: -1
HOMO-LUMO gap: 0.257 Eh
Highest occupied orbital energy: -3.86 eV
Molecular weight: 137.14 g/mol

---

Below is one molecule with the formula C3H5OPS, with properties calculated with ωB97M-V with the def2-TZVPD basis set.

```
11
Properties=species:S:1:pos:R:3
H 1.17 -0.82 1.85
C -0.54 -1.05 -1.29
S 0.89 2.18 2.44
H -1.03 0.98 0.88
C 0.38 -1.01 -0.19
C 0.84 -0.67 0.89
H -1.41 -0.24 -1.20
H 0.08 -0.86 -2.17
O 0.37 1.97 -0.63
H -0.97 -1.95 -1.37
P 0.22 1.48 0.78
```

Results
HOMO-LUMO gap: 0.316 Eh
Highest occupied orbital energy: -9.51 eV
Molecular weight: 120.11 g/mol

---

Below is C3H5P as an isolated structure, with properties calculated with ωB97M-V with the def2-TZVPD basis set.

```
9
Properties=species:S:1:pos:R:3
H -1.33 -1.40 1.10
H 1.71 0.43 0.53
C 1.19 0.32 -0.49
H 1.78 0.14 -1.43
C 0.09 -0.70 -0.30
C -1.03 -0.48 0.63
P -2.11 -0.10 -0.87
H -0.93 0.45 1.30
H 0.62 1.34 -0.48
```

Results
HOMO-LUMO gap (spin up / spin down): 0.266 / 0.264 Eh
Highest occupied orbital energy (spin up / spin down): -8.11 / -7.85 eV
Molecular weight: 72.05 g/mol

---

Energy, record by record: -9317.9584 -18622.4950 -18619.5364 -29455.7146 -12537.0814 -20167.6005 -35010.7729 -35012.8757 -22216.9802 -22217.4499 -25361.1168 -12475.1823 eV
Energy above the lowest of the compared OMol25 structures with the same formula, charge and spin, record by record: 174.9 38.8 107.1 106.9 29.7 80.7 56.4 7.9 59.7 48.9 33.7 79.7 kcal per mole